12
Properties=species:S:1:pos:R:3:forces:R:3 method="wB97M-V/def2-TZVPD" e_above_lowest_ev=4.041 smiles="[H]/N=c1/nc(O)n(N)o1" orbital_gap_ev=8.9197
C -0.053 1.510 -0.771 1.2191 -1.0040 -6.0750
C -0.608 -0.061 0.593 4.0624 5.5279 -4.0745
H 0.574 -2.640 0.143 2.1314 2.4907 1.3106
H 1.374 -1.671 1.329 0.7293 1.0451 4.9585
H 0.097 2.109 -2.753 -0.3497 0.1014 3.0959
H -1.653 -0.027 2.158 2.3564 -2.4133 -2.1555
N 1.124 -1.723 0.440 -3.8408 -2.0089 -8.6637
N 0.296 -0.706 -0.197 1.3219 -0.3504 -0.0117
N -0.318 2.289 -1.758 0.7035 -0.3006 -0.1968
N -0.700 1.255 0.334 -2.1601 -2.2279 3.1753
O 0.871 0.354 -1.095 -1.1784 -1.1550 2.4704
O -1.003 -0.688 1.576 -4.9950 0.2951 6.1664

74
Properties=species:S:1:pos:R:3:forces:R:3 method="wB97M-V/def2-TZVPD" e_above_lowest_ev=12.990 spin_multiplicity=4 orbital_gap_ev="6.8585 / 5.2376"
V -0.615 0.544 -0.388 -0.2800 -1.0740 -0.4406
C 1.547 -4.857 0.014 -0.0131 -0.0001 -0.0404
P 1.040 -3.217 0.685 0.0310 0.0784 0.1372
C 1.707 -3.381 2.392 0.0393 0.0094 0.0028
C -0.752 -3.526 0.965 -0.0270 -0.0284 -0.0314
C -1.174 -4.389 1.972 0.0026 0.0012 0.0190
C -2.520 -4.597 2.229 0.0021 -0.0066 -0.0080
C -3.471 -3.943 1.466 -0.0019 0.0036 -0.0101
C -3.072 -3.098 0.442 -0.0104 0.0258 0.0217
C -1.721 -2.881 0.179 0.0266 -0.0611 -0.0397
P -1.260 -1.689 -1.123 -0.0191 -0.0688 0.0280
C -2.769 -1.446 -2.106 -0.0169 -0.0133 0.0078
C -0.202 -2.576 -2.313 0.0026 0.0470 -0.0490
H 1.199 -5.679 0.643 -0.0057 0.0122 0.0076
H 2.636 -4.897 -0.053 0.0012 0.0054 0.0022
H 1.141 -4.989 -0.989 0.0087 -0.0073 0.0096
H 1.641 -4.399 2.779 0.0088 0.0041 0.0028
H 1.165 -2.716 3.063 -0.0178 0.0870 0.0150
H 2.757 -3.081 2.387 -0.0200 -0.0096 -0.0027
H -0.440 -4.902 2.581 -0.0115 0.0032 0.0001
H -2.822 -5.261 3.029 0.0003 0.0002 0.0015
H -4.525 -4.075 1.669 -0.0003 -0.0026 -0.0032
H -3.832 -2.581 -0.126 0.0052 0.0064 -0.0007
H -3.534 -0.939 -1.521 0.0030 -0.0049 -0.0096
H -3.150 -2.393 -2.489 -0.0061 0.0047 -0.0015
H -2.485 -0.793 -2.932 0.0015 -0.0028 -0.0076
H -0.576 -3.589 -2.465 -0.0010 0.0002 -0.0261
H 0.829 -2.610 -1.968 -0.0217 0.0010 -0.0118
H -0.242 -2.023 -3.252 0.0006 0.0214 0.0083
I -0.464 0.026 4.706 0.0518 0.0065 -0.0311
C 1.088 0.357 3.365 -0.1566 -0.1957 0.1297
C 2.380 0.665 3.825 0.0775 -0.0223 -0.0987
C 3.436 0.834 2.963 -0.1053 -0.0081 0.0917
I 5.321 1.268 3.743 0.0224 0.0025 -0.0038
C 3.227 0.724 1.568 0.1155 -0.0608 -0.1918
C 4.208 0.854 0.556 0.0080 0.0081 0.0608
C 3.861 0.736 -0.762 -0.0139 -0.0175 -0.0227
C 2.515 0.535 -1.111 -0.0402 -0.0449 0.0049
N 1.575 0.412 -0.196 -0.0539 0.0309 0.0286
C 1.920 0.448 1.122 -0.0545 0.0815 0.1507
C 0.820 0.211 2.013 0.1659 0.0572 -0.1090
O -0.311 -0.114 1.477 0.0771 0.3844 0.1400
H 2.537 0.758 4.891 0.0013 0.0019 0.0037
H 5.237 1.042 0.837 -0.0049 -0.0028 0.0028
H 4.603 0.816 -1.544 -0.0020 0.0045 0.0013
H 2.189 0.484 -2.142 -0.0067 0.0131 -0.0024
F -2.540 0.750 0.035 -0.1142 0.1531 0.0313
As -3.783 0.999 1.442 0.0626 -0.1237 -0.0921
F -2.548 1.940 2.193 0.0228 0.0574 0.0179
F -3.134 -0.431 2.138 0.0205 0.0277 0.0000
F -4.900 1.211 2.717 -0.0193 -0.0113 -0.0058
F -4.828 0.014 0.480 -0.0363 -0.0022 0.0335
F -4.345 2.381 0.602 0.0399 0.0364 -0.0308
C -0.458 5.394 1.010 0.0077 -0.0311 0.0802
C 0.500 4.415 0.509 -0.2988 0.0821 -0.2563
O -1.918 3.614 -0.703 0.1084 0.0715 -0.0279
H -0.218 6.401 0.651 -0.0112 0.0078 -0.0052
H -0.408 5.405 2.103 0.0240 0.0383 0.0033
H -1.466 5.115 0.705 0.0262 -0.0001 0.0462
H 1.537 4.280 0.774 0.0003 -0.0699 -0.0492
H 1.149 2.546 -0.393 0.3678 0.3434 -0.1760
H -2.462 4.377 -0.937 0.2506 0.1103 -0.2579
Cl -0.036 3.142 -0.610 0.1566 -0.1467 0.4023
C 0.469 3.208 -2.472 -0.3549 -0.0323 0.4899
C 1.161 4.256 -3.003 -0.1317 0.0450 -0.0927
C 1.488 4.076 -4.340 0.0270 0.0418 -0.0116
C 1.116 2.890 -4.984 -0.0105 0.0034 -0.0400
C 0.450 1.875 -4.335 0.0390 -0.0311 0.1284
Cl 0.063 0.411 -5.169 0.0173 -0.0229 -0.0622
C 0.103 1.923 -2.934 0.0599 0.1490 0.0974
N -0.406 0.966 -2.201 0.0085 0.0591 0.0213
H 1.401 5.159 -2.460 -0.0152 -0.0140 0.0289
H 2.009 4.855 -4.878 -0.0041 -0.0048 -0.0095
H 1.366 2.752 -6.027 -0.0054 -0.0063 0.0004

19
Properties=species:S:1:pos:R:3:forces:R:3 method="wB97M-V/def2-TZVPD" charge=+1 e_above_lowest_ev=1.945 orbital_gap_ev=8.6277
B 1.635 1.057 2.754 1.7106 0.9571 -2.4563
C -0.231 -0.628 -0.205 0.6542 0.7893 -1.3055
C 2.002 -0.031 -0.764 1.0086 0.2818 -3.8118
C 0.547 0.008 -1.293 0.2090 0.4881 -1.3521
C 1.231 0.378 1.334 -0.2711 -1.6500 -1.6273
N 0.107 -0.045 0.886 0.0917 1.1944 3.4069
N 2.369 0.067 0.409 -0.2239 0.7577 2.7532
N -2.278 -0.211 -0.904 -0.2007 -1.1504 4.0911
O 2.931 1.487 2.776 -0.4004 0.0463 -0.0517
O 0.711 1.319 3.641 -0.7925 -0.8006 1.9076
H -0.389 -1.685 -0.094 -0.3985 -0.4471 -0.4305
H 2.787 0.018 -1.603 -1.0974 -0.3696 1.3368
H 0.491 -0.287 -2.359 -0.1466 -0.6100 0.8294
H 0.384 1.101 -1.377 -0.2020 -0.2840 0.4274
H -2.261 -1.168 -1.148 -0.7942 -0.5791 -0.8020
H -2.019 0.465 -1.511 0.6955 2.0938 -2.8074
H -3.007 0.122 -0.259 0.5113 -0.6966 -0.4715
H 3.332 1.584 1.891 -0.0196 -0.5389 0.6632
H 1.059 1.330 4.552 -0.3340 0.5178 -0.2997

70
Properties=species:S:1:pos:R:3:forces:R:3 method="wB97M-V/def2-TZVPD" spin_multiplicity=2 orbital_gap_ev="2.9183 / 8.5584"
Li -17.252 8.701 -29.083 0.4262 -1.1792 0.5528
Li -18.419 6.166 -27.236 0.7632 -0.1229 -0.3288
C -14.708 7.460 -26.571 0.9568 -0.0319 0.5726
C -16.140 7.190 -26.291 -1.4749 -1.4658 -0.3108
C -16.475 7.220 -24.703 -0.1696 1.0092 -3.3915
O -17.096 7.795 -27.167 -0.1756 0.5680 0.7108
H -14.273 8.311 -26.047 -0.0680 0.4555 -0.3115
H -14.456 7.411 -27.631 -0.1040 0.3593 -0.0110
H -14.198 6.601 -26.135 0.3280 0.0053 -0.0615
H -16.208 6.139 -26.572 -0.0557 -0.6889 0.2742
H -15.827 6.563 -24.123 -0.0248 0.2908 0.0462
H -17.533 6.960 -24.689 -0.0762 0.0190 0.5144
H -16.385 8.294 -24.536 0.0940 -0.1276 0.9667
C -13.026 4.365 -28.184 1.6104 -1.3959 -3.1375
O -12.790 3.846 -29.311 -0.5087 1.2665 1.2354
N -12.258 5.262 -27.591 2.2053 1.1907 -0.4120
N -14.100 4.065 -27.522 -3.6407 -1.4855 1.6394
H -12.165 5.294 -26.586 0.0413 0.2256 0.1692
H -11.422 5.406 -28.140 0.2099 0.0003 0.5691
H -14.841 3.614 -28.040 0.1872 -0.0605 0.4736
H -14.268 4.312 -26.557 -0.0735 0.2440 -0.5415
C -16.360 6.183 -30.597 -1.4061 -0.0842 -0.4456
O -16.320 7.398 -30.425 -0.3272 0.9696 0.8805
N -17.408 5.496 -31.076 -1.6970 -0.6429 -1.3639
N -15.398 5.343 -30.287 2.8811 -0.0616 1.1989
H -18.324 5.865 -31.285 0.4734 0.4376 -0.0421
H -17.167 4.638 -31.552 -0.4426 -0.0084 0.2797
H -15.274 4.402 -30.634 -0.0809 0.3228 0.2855
H -14.703 5.738 -29.670 0.4163 -0.3864 -0.4704
C -13.886 8.861 -22.836 3.1135 -2.0609 -0.3402
O -12.803 8.743 -23.346 3.2751 -1.3797 -1.4974
N -14.468 9.958 -22.882 -3.3271 6.2021 -0.8003
N -14.457 7.973 -22.111 -1.8536 -4.5648 2.4553
H -13.778 10.664 -23.095 -1.1138 0.7611 -0.1407
H -15.419 9.991 -22.543 0.2782 1.3277 0.2144
H -15.368 8.130 -21.704 0.2948 -0.2937 0.0736
H -13.945 7.114 -21.967 -0.4421 0.0582 0.0758
C -10.494 8.021 -26.804 0.2014 -1.4363 3.5205
O -9.860 7.111 -26.252 -0.1259 0.2851 -1.0595
N -11.168 8.910 -26.057 -0.4696 1.3936 0.4896
N -10.687 8.149 -28.094 0.0629 -0.2480 -3.3800
H -11.872 9.487 -26.495 0.1200 -0.1289 0.4326
H -11.145 8.828 -25.050 -0.1590 -0.0007 -0.1504
H -11.042 8.987 -28.532 0.0246 -0.3834 0.1853
H -10.522 7.325 -28.654 0.2150 0.5483 -0.0806
C -19.784 9.984 -25.824 -4.2931 1.5355 -0.5502
O -20.569 10.838 -25.470 -1.2412 1.9394 1.8804
N -18.557 10.247 -26.007 5.9371 1.0491 0.1109
N -20.282 8.878 -26.301 -0.4251 -3.1436 -0.7542
H -17.917 9.604 -26.451 0.2947 -0.3467 0.1342
H -18.241 11.108 -25.584 0.0759 -0.1510 -0.4045
H -21.280 8.792 -26.174 0.3434 -0.4647 -0.0858
H -19.643 8.107 -26.436 -0.5576 -0.3992 -0.2019
C -17.643 2.996 -27.017 2.0568 2.7585 -6.1442
O -17.548 4.187 -27.422 -0.0742 0.2537 1.4322
N -17.201 2.063 -27.866 0.3911 -1.1302 -0.5553
N -18.134 2.574 -25.951 -2.6211 -0.6876 5.7211
H -16.659 2.404 -28.646 -0.4900 -0.6631 -0.0565
H -17.447 1.108 -27.649 0.7038 -0.0066 -0.7267
H -18.355 3.302 -25.286 -0.4735 -0.2832 0.4798
H -18.401 1.618 -25.770 0.2462 0.3045 0.0320
O -17.307 9.900 -22.432 0.2244 -0.1381 0.1939
H -17.207 9.953 -23.383 -0.2244 -0.0810 -0.4802
H -18.139 10.338 -22.253 -0.2821 0.1208 0.1612
O -12.672 5.275 -24.620 0.2009 -0.3031 -0.0871
H -13.162 6.096 -24.575 0.0239 0.6180 0.1682
H -13.343 4.599 -24.714 -0.1550 -0.3202 0.2454
O -18.106 4.605 -23.363 -0.2990 -0.4068 -0.1725
H -17.388 4.284 -22.817 0.1887 -0.1261 0.2406
H -17.715 5.303 -23.888 0.0872 0.3697 -0.1194

27
Properties=species:S:1:pos:R:3:forces:R:3 method="wB97M-V/def2-TZVPD" charge=+1 e_above_lowest_ev=2.827 orbital_gap_ev=8.2413
C 1.594 1.456 -0.988 0.2424 -1.9417 0.7221
C 1.584 0.227 -1.726 0.8537 1.3692 1.6550
C 1.775 1.337 0.433 -0.5471 -0.4033 -1.3561
C 1.660 -0.981 -1.002 0.5616 2.3275 -1.6609
C 1.792 0.114 1.087 0.6676 0.2120 -1.3780
C 1.719 -1.087 0.344 0.4316 0.1719 2.6882
C -2.026 1.203 -0.618 -0.5758 1.4828 -1.0024
C 1.592 -2.507 0.935 -1.0389 2.2214 -2.5059
N -1.145 0.226 -0.602 1.7677 -1.4261 1.0868
N -1.790 2.442 -1.087 1.2390 0.7773 0.3949
N -3.297 0.878 -0.534 -3.2885 -1.6859 0.5643
N -0.896 -0.568 1.495 -0.5708 -1.4863 1.8453
N -0.775 -0.664 0.235 -1.3255 0.5979 -2.1325
H 1.523 2.414 -1.494 0.2531 -0.0471 0.1017
H 1.695 0.264 -2.810 -0.4188 -0.2177 0.2788
H 1.923 2.131 1.133 -0.0861 1.0571 -0.3420
H 1.811 -1.845 -1.545 -0.1704 -1.8944 -1.2555
H 1.963 0.282 2.133 -0.0977 -1.0608 0.5916
H 1.338 -2.586 1.937 -0.2859 0.0279 1.9751
H 0.816 -2.910 0.301 -0.6226 -0.5496 0.2129
H -0.836 2.767 -1.299 -0.7298 -0.5001 0.4949
H -2.501 3.174 -0.994 0.4398 -0.6855 -0.2510
H -3.499 -0.174 -0.510 0.0316 2.4727 0.1070
H -4.086 1.568 -0.721 1.6434 -1.6108 0.2697
H -1.262 0.217 2.029 -0.0044 0.1072 -0.2770
H -0.618 -1.459 1.992 -0.3636 1.7670 -0.7100
H 2.409 -3.092 0.694 1.9946 -1.0822 -0.1171

59
Properties=species:S:1:pos:R:3:forces:R:3 method="wB97M-V/def2-TZVPD" e_above_lowest_ev=4.289 orbital_gap_ev=8.6846
S 1.911 2.532 -2.627 -0.2830 2.2218 -0.7690
S 1.330 1.376 -1.149 1.4781 -2.1560 1.9846
C -0.334 0.791 -0.994 -2.1103 0.0688 2.5090
C -0.382 -0.539 -0.065 1.4056 0.2907 -1.4126
C -1.624 -1.368 -0.338 0.5065 0.3064 1.4677
N -1.532 -2.538 0.587 -2.0186 -1.5372 -4.2837
N -0.365 -0.158 1.365 4.3786 -1.3442 -1.1716
H 1.570 1.912 -3.731 -0.0581 -0.9381 -0.7060
H -0.793 0.530 -1.951 0.0473 0.6869 0.4321
H -0.890 1.578 -0.307 0.4634 -1.5209 -2.1577
H 0.467 -1.284 -0.362 -0.8475 1.8151 0.9571
H -1.853 -1.599 -1.410 0.5007 -0.3902 1.0679
H -2.384 -0.673 -0.012 -1.0522 -0.1527 0.0362
H -1.143 -2.530 1.475 1.2243 0.8001 1.5890
H -1.277 -3.384 0.037 -0.2868 0.9536 0.7898
H -1.145 0.067 1.879 -2.9813 0.4753 0.2841
H 0.094 -0.870 1.963 -0.3324 0.4841 -0.6128
H -0.304 -3.112 -2.401 0.9911 -1.7612 0.5253
H 0.220 -4.599 -1.944 -0.1544 0.6716 -0.6007
O -0.329 -3.838 -1.714 -0.6410 0.3549 0.5986
H -1.100 1.138 -4.753 -1.0028 0.3489 0.6031
H -1.502 0.048 -3.534 0.3509 1.5681 -1.8250
O -0.922 0.322 -4.296 0.5949 -2.1772 0.9820
H -1.575 0.131 4.224 -0.0883 -0.5178 0.5651
H -0.995 1.140 3.423 0.0036 1.2282 -0.7128
O -0.712 0.536 4.091 -0.3863 -0.1724 0.6059
H 0.493 -1.060 4.179 -0.2053 2.5111 1.2989
H 1.279 -1.914 3.279 -0.4020 -0.2532 0.4702
O 0.433 -1.890 3.788 0.9571 -2.6385 -1.9027
H 2.836 -2.595 -0.708 0.3615 0.0233 -1.1453
H 3.609 -1.544 -1.546 -0.3039 -0.5638 -0.2200
O 3.133 -2.392 -1.640 0.2701 0.6826 0.7078
H -0.752 2.997 -3.255 0.0486 0.2856 0.4485
H -1.944 3.263 -2.236 0.6821 -0.5816 -0.9550
O -1.654 2.748 -3.031 -0.7700 0.4866 0.6875
H 2.326 -0.262 2.177 0.3613 1.0026 0.8378
H 2.560 -1.403 1.318 0.8159 -0.2539 1.2550
O 2.856 -1.056 2.205 -0.6836 -1.1494 -1.8830
H 1.533 1.803 3.453 0.3232 -0.0712 0.3437
H 0.996 1.028 2.339 -4.5387 -1.9894 -2.1179
O 1.776 1.312 2.664 3.8501 2.4749 1.8189
H 0.472 -1.599 -3.554 0.3282 1.6407 -0.2739
H 1.777 -2.497 -3.327 0.5183 0.6724 0.6200
O 0.850 -2.457 -3.548 -0.8069 -1.5584 -0.7867
H 0.467 2.826 1.795 2.9396 -2.9922 -0.8397
H 0.452 4.405 1.283 0.5458 -1.4901 0.1346
O 0.113 3.653 1.800 -2.6005 4.3944 0.9841
H 1.191 -3.287 0.096 -2.6042 -1.2448 -1.3430
H 2.289 -3.899 1.159 -1.4282 2.2219 -1.9259
O 1.952 -3.108 0.576 3.4841 -1.3767 3.4226
H -3.027 -2.039 1.576 0.7625 -0.5031 -0.6658
H -4.376 -2.451 2.107 0.5277 0.8624 0.1859
O -3.720 -1.721 2.155 -1.5642 -0.3487 0.5266
H -1.338 3.164 1.113 -1.0453 0.4933 -0.9612
H -2.129 4.288 0.648 -0.5375 3.9066 0.4566
O -2.111 3.397 0.509 0.8404 -4.2355 0.0572
H -3.077 1.539 1.578 1.9019 2.8012 -5.4338
H -3.794 0.321 2.099 0.1467 -0.0204 0.0115
O -3.387 1.176 2.309 -1.8770 -2.7951 5.4410